# 1
DFT (the ωB97M-V functional and the def2-TZVPD basis) results for a molecular structure, C42H35AsF6N9O2S2W.

The geometry in ORCA input format:
```
! RIJCOSX wB97M-V def2-TZVPD def2/J DEFGRID3
* xyz 2 4
W -0.07 0.03 -0.95
As 2.17 -0.41 -3.71
S -1.35 2.77 -2.38
S -0.47 1.92 0.84
F 1.91 -1.28 -2.16
F 2.16 0.66 -5.02
F 0.88 -1.32 -4.36
F 3.28 0.59 -2.87
F 3.36 -1.48 -4.22
F 0.80 0.67 -2.91
O -1.30 1.32 -1.68
O -0.76 -1.25 -2.16
N -1.78 -0.77 0.14
N 3.14 -0.56 0.47
N -0.94 -2.97 0.42
N 1.83 1.15 -0.60
N 0.86 -1.34 0.35
N -2.51 3.55 1.35
N -1.95 -1.58 -2.80
N -2.62 4.74 -1.14
N -2.86 -0.93 -2.30
C 0.35 -2.60 0.43
C -1.94 3.60 -0.95
C -6.65 5.62 -3.48
C -5.33 5.92 -3.18
C 3.79 -3.55 0.85
C -7.11 4.31 -3.38
C -3.01 5.24 -2.46
C -4.20 -1.16 -2.46
C -2.89 -0.06 -0.01
C -2.31 3.30 2.79
C 1.38 -3.59 0.59
C 1.33 -4.97 0.65
C -5.53 0.95 4.40
C -6.96 -1.55 -2.22
C -4.45 0.34 3.77
C 2.54 -5.64 0.82
C 2.88 3.30 -0.86
C -3.61 4.45 1.02
C -3.26 -2.70 0.55
C -1.94 -2.14 0.35
C 1.87 2.41 -1.09
C -6.17 -2.37 -3.07
C -4.52 3.10 4.03
C -3.45 2.50 3.37
C 2.27 -1.48 0.51
C -6.24 3.30 -2.97
C -4.80 -2.17 -3.19
C -5.56 2.33 4.54
C 3.74 -4.93 0.92
C 3.95 2.91 -0.07
C 3.97 1.62 0.40
C 2.92 0.75 0.10
C -4.27 -0.56 0.00
C -3.42 1.11 3.26
C -3.13 5.46 0.01
C -1.72 3.07 0.36
C -4.36 -1.96 0.43
C -6.40 -0.57 -1.46
C -4.46 4.91 -2.78
C 2.59 -2.89 0.68
C -4.94 -0.32 -1.49
C -4.92 3.60 -2.67
H -3.94 4.94 1.93
H 2.83 4.28 -1.32
H 4.77 3.59 0.15
H 2.55 -6.72 0.87
H -4.74 0.74 -1.66
H 4.72 -3.01 0.92
H -7.02 0.06 -0.83
H -1.38 2.75 2.93
H -4.98 6.94 -3.26
H -2.87 6.32 -2.45
H -8.14 4.08 -3.62
H -2.55 0.63 2.82
H -6.60 2.28 -2.91
H -4.54 4.17 4.17
H -6.65 -3.15 -3.64
H -8.02 -1.72 -2.19
H 0.39 -5.50 0.58
H -4.46 3.88 0.62
H -6.38 2.81 5.05
H -3.27 -3.74 0.82
H -2.34 4.85 -3.22
H 1.03 2.71 -1.70
H 4.66 -5.49 1.04
H -6.33 0.35 4.82
H -4.19 -2.79 -3.84
H -2.21 4.27 3.28
H -2.76 0.99 -0.18
H -5.34 -2.39 0.60
H 4.80 1.22 0.97
H -3.94 6.10 -0.32
H -4.41 -0.75 3.72
H -4.23 2.82 -2.39
H -2.34 6.09 0.45
H -4.88 0.12 0.62
H -7.32 6.40 -3.79
*
```

Values from the calculation:
Energy above the lowest of the compared OMol25 structures with the same formula, charge and spin = 2.858 eV
Expectation value of S² = 3.83
HOMO level (alpha / beta) = -12.4 / -13.7 eV

Löwdin atomic charge list, values in e, 4 entries: number 1, W, carries 1.75; number 2, As, carries 0.82; number 3, S, carries 1.06; number 4, S, carries 0.80



# 2
DFT (the ωB97M-V functional and the def2-TZVPD basis) results for a molecular structure, C42H35BN4O4V.

The geometry in ORCA input format:
```
! RIJCOSX wB97M-V def2-TZVPD def2/J DEFGRID3
* xyz -2 2
V 0.93 -0.02 0.79
O -1.18 1.66 1.36
O -2.26 0.51 -0.41
O 4.77 0.88 -0.22
O -0.10 -0.16 4.78
N 2.82 0.53 1.02
N -0.95 -0.89 1.30
N 1.29 0.91 -0.98
N 1.08 -0.15 2.75
C -5.69 5.65 -0.98
C -2.10 2.45 0.75
C 2.60 1.08 -1.22
C -1.58 -2.05 0.68
C 2.17 -6.34 -0.46
C 2.15 -4.24 0.76
C -2.34 -1.39 3.27
C -2.43 3.75 1.04
C 3.09 1.64 -2.39
C 2.20 2.08 -3.35
C 0.84 1.97 -3.09
C 4.06 0.16 4.99
C 0.90 -1.86 -2.40
C -2.71 -2.54 1.21
C 5.03 0.48 4.05
C 0.43 1.37 -1.91
C 1.81 -5.00 -0.36
C 2.73 -0.04 4.63
C -1.14 -0.91 2.78
C 3.54 0.78 -0.07
C 2.35 0.07 3.29
C 3.21 -6.22 1.69
C 4.67 0.60 2.71
C -5.12 4.40 -1.65
C 3.34 0.40 2.32
C -6.29 3.45 -1.95
C -3.71 2.37 -1.05
C -4.07 3.70 -0.77
C -3.22 -2.11 2.49
C 2.84 -4.89 1.79
C 1.77 -2.81 0.96
C 1.26 -1.96 -3.74
C 1.84 -2.05 -1.38
C 2.88 -6.96 0.57
C 1.53 -1.84 0.06
C -0.06 -0.39 3.55
C 3.52 -2.39 -3.10
C -4.47 4.82 -2.98
C -3.43 4.37 0.26
C 3.16 -2.30 -1.77
C 2.57 -2.23 -4.11
C -2.74 1.77 -0.29
B -1.24 0.39 0.64
H -4.17 1.80 -1.85
H -0.13 -1.63 -2.14
H -2.50 -1.25 4.34
H -3.69 5.39 0.50
H -4.15 -2.51 2.89
H 5.40 0.84 1.95
H 2.55 2.52 -4.27
H 1.88 -6.91 -1.33
H -6.50 6.05 -1.59
H 4.56 -2.58 -3.36
H 0.50 -1.82 -4.51
H 3.91 -2.41 -0.99
H 3.10 -4.32 2.68
H 4.16 1.71 -2.50
H 2.85 -2.30 -5.15
H 1.98 -0.28 5.36
H -6.09 5.41 0.01
H 1.24 -4.55 -1.16
H 3.75 -6.69 2.51
H 3.15 -8.01 0.49
H 0.09 2.31 -3.79
H -3.19 -3.37 0.68
H -1.13 -2.44 -0.22
H 6.06 0.64 4.34
H -4.94 6.43 -0.87
H -5.20 5.30 -3.64
H -4.06 3.95 -3.50
H -6.72 3.07 -1.03
H -3.64 5.51 -2.79
H 4.34 0.07 6.04
H -0.61 1.21 -1.70
H -7.07 3.99 -2.51
H -1.94 4.28 1.85
H -5.98 2.60 -2.56
H 1.67 -2.54 2.01
*
```

Values from the calculation:
Energy above the lowest of the compared OMol25 structures with the same formula, charge and spin = 0.543 eV
Expectation value of S² = 0.87
HOMO level (alpha / beta) = -0.1 / 0.0 eV

Löwdin atomic charge list, values in e, 4 entries: number 1, V, carries 0.84; number 2, O, carries 0.16; number 3, O, carries 0.13; number 4, O, carries -0.01



# 3
DFT (the ωB97M-V functional and the def2-TZVPD basis) results for a molecular structure, C42H35Br2HfN3O8S3.

The geometry in ORCA input format:
```
! RIJCOSX wB97M-V def2-TZVPD def2/J DEFGRID3
* xyz 0 1
Hf 0.02 -0.57 -0.09
Br 1.37 -2.96 4.16
Br 6.54 -3.17 1.93
S 0.93 -2.41 -1.78
S 0.42 1.31 -2.08
S 0.95 2.41 0.80
O -0.17 -3.38 -8.37
O -3.77 0.33 -0.92
O -1.74 -0.53 -1.27
O 0.87 -1.11 1.72
O -2.41 0.13 3.20
O -1.10 -2.56 0.55
O -1.44 0.28 1.18
O -1.36 -1.54 -8.17
N -1.87 2.59 -1.96
N 2.51 -0.39 -0.17
N -1.38 3.67 0.55
C 0.37 -2.40 -3.45
C -2.33 -4.04 1.84
C -1.96 2.91 -4.43
C -0.70 -1.64 -3.95
C 3.03 -1.19 0.80
C 2.55 -2.41 2.81
C -2.75 3.62 0.06
C 5.19 -1.18 -0.24
C -1.02 -1.67 -5.29
C -2.70 -4.24 0.34
C -3.23 -1.77 0.11
C 4.76 -2.51 1.86
C -2.25 -0.27 2.07
C -2.27 2.01 -3.26
C 1.07 -3.21 -4.35
C -2.20 4.39 2.78
C -4.23 4.13 4.67
C 3.31 0.02 -1.12
C -1.37 4.57 -6.59
C -1.12 4.50 1.75
C 0.74 -3.24 -5.69
C -2.40 3.17 3.43
C -2.94 -0.54 -0.74
C -4.03 5.34 4.03
C -0.81 2.70 -5.18
C -3.42 3.04 4.36
C -0.59 -2.52 -7.65
C -2.89 -1.58 1.63
C -2.27 -2.91 -0.27
C -1.77 -2.63 1.84
C -2.82 3.95 -4.77
C -0.30 -2.46 -6.19
C -2.53 4.78 -5.85
C -3.02 5.47 3.08
C -2.77 3.62 -1.43
C -0.75 2.28 -1.35
C 3.88 -2.88 2.83
C 4.36 -1.65 0.81
C -0.52 3.53 -6.26
C 4.66 -0.34 -1.18
C -0.46 2.85 0.05
C 2.10 -1.58 1.81
H -1.56 -4.75 2.15
H -3.77 3.40 -1.79
H 0.38 3.35 -6.85
H 6.22 -1.49 -0.28
H -1.06 -2.39 2.62
H -4.27 -2.04 -0.01
H -3.18 -4.13 2.51
H -3.35 1.84 -3.17
H -3.24 2.72 0.45
H -1.02 5.53 1.41
H -3.21 5.58 -6.11
H -3.29 4.49 0.44
H -5.02 4.02 5.40
H -0.15 1.88 -4.93
H 2.88 0.67 -1.87
H -4.66 6.19 4.27
H -3.74 4.09 -4.22
H -2.14 -5.06 -0.10
H -3.74 -1.77 2.28
H 4.20 -3.54 3.63
H -3.57 2.08 4.84
H -1.87 -1.08 -5.62
H -3.76 -4.42 0.18
H -2.46 4.59 -1.84
H 5.27 0.04 -1.99
H -0.16 4.18 2.15
H 1.28 -3.87 -6.38
H -1.28 -1.05 -3.26
H -1.78 1.05 -3.34
H -1.96 -2.94 -1.31
H -1.78 2.32 3.20
H -1.14 5.22 -7.43
H 1.89 -3.81 -3.98
H -1.54 -0.87 -7.50
H -2.86 6.42 2.58
*
```

Values from the calculation:
Energy above the lowest of the compared OMol25 structures with the same formula, charge and spin = 0.328 eV
HOMO level = -7.7 eV

Löwdin atomic charge list, values in e, 4 entries: number 1, Hf, carries 1.50; number 2, Br, carries 0.83; number 3, Br, carries 0.78; number 4, S, carries 0.64



# 4
DFT (the ωB97M-V functional and the def2-TZVPD basis) results for a molecular structure, C42H35N4O4PSV.

The geometry in ORCA input format:
```
! RIJCOSX wB97M-V def2-TZVPD def2/J DEFGRID3
* xyz 1 3
V -0.01 -0.23 -0.04
S 2.33 -0.75 -0.67
P 0.71 -2.01 1.32
O -4.16 -0.60 0.60
O 1.73 2.29 2.66
O -0.72 -2.13 -0.54
O -2.61 -3.18 0.04
N -2.25 -0.03 -0.44
N 0.96 1.48 0.72
N 0.33 -0.22 -2.15
N -0.88 0.15 1.68
C -3.95 3.37 -3.81
C 1.06 5.33 -2.69
C 1.54 -0.80 -2.20
C 1.53 -1.61 2.90
C -1.50 -2.77 0.29
C 1.03 -2.05 4.12
C 0.88 3.11 -1.79
C 1.55 -3.98 -0.56
C -2.18 -0.09 1.91
C 2.48 -4.13 1.65
C 2.52 2.98 1.67
C 0.05 -0.67 -4.47
C -1.97 0.51 4.20
C -2.75 0.04 3.16
C -2.79 2.26 -2.02
C 2.83 -0.94 5.27
C 2.91 -5.86 0.04
C 1.83 5.70 -1.60
C 1.30 -1.29 -4.52
C -4.48 -0.72 -0.80
C -0.69 0.97 3.92
C -0.40 -0.15 -3.27
C 0.89 1.52 2.01
C 2.70 -0.85 2.87
C -4.63 2.19 -4.09
C 2.13 4.77 -0.61
C 3.35 -0.51 4.05
C -3.46 1.08 -2.31
C -2.88 -0.29 0.65
C -4.38 1.05 -3.34
C 2.06 -1.35 -3.37
C 1.68 -1.71 5.30
C -0.84 -2.91 1.68
C 3.09 -5.33 1.30
C 2.15 -5.18 -0.89
C 1.66 3.46 -0.70
C 1.69 -3.45 0.72
C -3.04 3.40 -2.77
C -3.21 -0.20 -1.53
C 0.58 4.03 -2.79
C 2.05 2.40 0.32
C -0.20 0.82 2.64
H -0.02 3.73 -3.64
H 0.14 -2.66 4.16
H 0.51 2.10 -1.88
H 2.01 -5.58 -1.89
H -2.51 4.32 -2.54
H -2.08 2.30 -1.20
H -2.83 -0.98 -2.20
H 1.67 -1.69 -5.45
H 2.20 6.71 -1.51
H 0.84 6.05 -3.47
H 2.64 -3.72 2.63
H 2.83 1.79 -0.13
H 3.70 -5.85 2.03
H -5.36 -0.11 -1.00
H 4.25 0.08 4.02
H 3.58 2.81 1.88
H -4.14 4.26 -4.40
H 3.11 -0.54 1.92
H -4.91 0.13 -3.57
H 1.30 -2.06 6.25
H -0.58 -0.59 -5.35
H 3.38 -6.81 -0.23
H -1.33 0.38 -3.22
H 3.04 -1.81 -3.35
H -3.80 -0.19 3.28
H -0.09 1.47 4.67
H -1.46 -2.50 2.47
H -5.36 2.16 -4.89
H -2.38 0.59 5.20
H -0.65 -3.96 1.90
H 0.97 -3.45 -1.30
H 2.77 5.08 0.20
H 3.34 -0.68 6.18
H 2.31 4.04 1.78
H -4.68 -1.77 -1.01
*
```

Values from the calculation:
Expectation value of S² = 2.04
HOMO level (alpha / beta) = -10.2 / -10.2 eV

natural (NBO) atomic charge list, values in e, 4 entries: number 1, V, carries 1.12; number 2, S, carries -0.12; number 3, P, carries 1.18; number 4, O, carries -0.44



# 5
DFT (the ωB97M-V functional and the def2-TZVPD basis) results for a molecular structure, C42H36AsN3Y.

The geometry in ORCA input format:
```
! RIJCOSX wB97M-V def2-TZVPD def2/J DEFGRID3
* xyz 1 1
Y -0.92 -0.50 -0.67
As -0.29 2.19 0.46
N -1.26 -0.89 1.60
N 0.67 0.16 -2.24
N 1.06 -1.07 0.16
C 1.03 -1.67 1.43
C 4.19 -0.80 -2.75
C -0.22 -1.55 2.17
C -1.76 3.40 0.78
C -1.59 4.66 1.37
C -0.27 2.23 3.36
C 2.24 2.76 -0.80
C -3.88 -4.93 -2.81
C -2.13 -3.37 -2.09
C -4.13 3.84 0.61
C 1.86 -2.95 3.37
C 2.69 4.58 -2.30
C 1.41 5.06 -2.10
C 2.15 -1.01 -0.72
C 2.20 0.98 3.60
C -1.92 -2.26 -1.66
C 1.45 1.26 4.74
C -3.94 5.08 1.20
C 2.57 0.34 -4.22
C 1.33 0.87 -4.43
C -3.04 3.01 0.40
C -1.83 -5.75 -1.61
C 2.89 -0.29 -3.00
C 1.71 1.31 2.35
C -2.67 -1.36 3.47
C -1.63 -2.01 4.08
C -2.67 5.49 1.57
C 0.69 -2.83 4.06
C 0.22 1.88 4.62
C 0.95 3.25 -0.58
C -2.37 -4.73 -2.61
C 3.10 3.43 -1.65
C 0.48 1.95 2.22
C 0.40 0.77 -3.38
C -2.43 -0.80 2.22
C -1.65 -4.88 -3.96
C 0.54 4.41 -1.24
C 2.02 -2.39 2.07
C 1.90 -0.38 -2.01
C -0.38 -2.13 3.45
C 3.45 -1.44 -0.53
C 4.45 -1.33 -1.53
H 2.58 1.85 -0.32
H -4.79 5.74 1.36
H 4.10 3.04 -1.81
H 0.56 -3.26 5.04
H -2.53 6.46 2.03
H 4.95 -0.73 -3.51
H 5.44 -1.70 -1.29
H -0.59 1.20 -3.49
H -2.01 -4.14 -4.67
H -4.29 -4.21 -3.51
H 1.83 0.99 5.71
H 1.07 5.96 -2.60
H -0.58 -4.76 -3.85
H 2.96 -2.60 1.61
H -0.76 -5.63 -1.46
H -1.24 2.70 3.29
H -0.37 2.10 5.50
H 2.69 -3.49 3.79
H 3.15 0.48 3.68
H -5.12 3.53 0.31
H 3.36 5.10 -2.97
H -2.02 -6.76 -1.98
H 3.77 -1.86 0.40
H -0.60 4.99 1.66
H -3.21 2.04 -0.07
H -3.21 -0.25 1.70
H 2.29 1.04 1.47
H -0.46 4.80 -1.09
H 1.07 1.37 -5.34
H -4.41 -4.83 -1.86
H -4.07 -5.93 -3.20
H -3.64 -1.27 3.94
H -1.76 -2.46 5.06
H -2.33 -5.64 -0.64
H 3.33 0.40 -4.99
H -1.85 -5.88 -4.37
*
```

Values from the calculation:
Energy above the lowest of the compared OMol25 structures with the same formula, charge and spin = 0.511 eV
HOMO level = -9.9 eV

Löwdin atomic charge list, values in e, 4 entries: number 1, Y, carries 1.29; number 2, As, carries 1.31; number 3, N, carries -0.03; number 4, N, carries -0.04



| no. | E (eV) |
| --- | --- |
| 1 | -162253.758 |
| 2 | -84640.432 |
| 3 | -238877.984 |
| 4 | -104082.148 |
| 5 | -110486.596 |